Arrangement a

# C5H13NO2

A 2-piece molecular cluster, C5H13NO2 overall (ωB97M-V/def2-TZVPD, the Open Molecules 2025 dataset).

CARTESIAN COORDINATES (ANGSTROEM)
1 C -0.534 -0.882 1.075
2 O -1.371 -1.439 0.053
3 C -0.325 0.621 0.851
4 C 1.081 1.089 1.333
5 C 1.941 1.593 0.193
6 C 1.906 2.846 -0.212
7 N -1.353 1.452 1.490
8 H 0.339 -1.517 0.993
9 H -0.992 -0.997 2.061
10 H -2.291 -1.196 0.179
11 H -0.349 0.718 -0.221
12 H 1.018 1.845 2.084
13 H 1.563 0.239 1.811
14 H 2.622 0.854 -0.218
15 H 2.479 3.077 -1.104
16 H 1.334 3.630 0.205
17 H -2.137 1.598 0.865
18 H -1.672 1.008 2.342
19 H -0.347 -4.991 -4.396
20 H -1.767 -4.487 -4.456
21 O -1.145 -5.060 -4.930

As for the HOMO energy: -9.3 eV. The value obtained for the LUMO energy is 0.63 eV.


Arrangement b

# C5H13NO2

A 3-piece molecular cluster, C5H13NO2 overall (ωB97M-V/def2-TZVPD, the Open Molecules 2025 dataset).

CARTESIAN COORDINATES (ANGSTROEM)
1 C -1.223 2.095 1.183
2 C -1.709 1.365 -0.056
3 C -1.286 -0.097 -0.110
4 C -0.096 -0.625 -0.325
5 N 0.191 -2.011 -0.416
6 C 0.264 -2.760 0.595
7 H -0.217 2.437 1.027
8 H -1.160 1.458 2.070
9 H -1.825 2.976 1.429
10 H -1.441 1.856 -1.007
11 H -2.775 1.341 -0.129
12 H -2.092 -0.790 0.101
13 H 0.793 -0.118 -0.683
14 H 0.525 -3.804 0.403
15 H 0.055 -2.360 1.579
16 H 2.714 -1.222 -3.506
17 H 2.639 -0.710 -4.930
18 O 2.599 -0.406 -4.013
19 H 0.975 -0.235 2.239
20 H 1.633 1.105 1.909
21 O 1.438 0.507 2.638

As for the HOMO energy: -9.0 eV. The value obtained for the LUMO energy is 0.82 eV.


Most stable: arrangement a


Arrangement a

# C5H13NO2

A 3-piece molecular cluster, C5H13NO2 overall (ωB97M-V/def2-TZVPD, the Open Molecules 2025 dataset).

CARTESIAN COORDINATES (ANGSTROEM)
1 C 1.392 -2.187 -0.508
2 N 0.311 -0.053 -2.116
3 C 0.603 0.146 -0.786
4 C 1.092 -0.816 0.016
5 C 1.187 -0.528 1.455
6 C 1.758 -1.292 2.381
7 H 0.468 -2.704 -0.796
8 H 1.813 -2.808 0.284
9 H 2.027 -2.136 -1.391
10 H 0.004 -0.968 -2.380
11 H 0.233 0.728 -2.729
12 H 0.618 1.172 -0.435
13 H 0.700 0.387 1.784
14 H 2.241 -2.237 2.244
15 H 1.730 -1.006 3.433
16 H -2.939 5.236 -0.177
17 H -1.633 4.495 -0.710
18 O -2.319 4.505 -0.024
19 H -3.281 0.472 0.770
20 H -2.723 -0.088 -0.533
21 O -3.281 -0.318 0.218

As for the HOMO energy: -7.5 eV. The value obtained for the LUMO energy is 0.40 eV.


Arrangement b

# C5H13NO2

A 3-piece molecular cluster, C5H13NO2 overall (ωB97M-V/def2-TZVPD, the Open Molecules 2025 dataset).

CARTESIAN COORDINATES (ANGSTROEM)
1 N -0.310 1.218 -1.376
2 C -0.119 0.507 -0.121
3 C -0.431 -0.989 -0.095
4 C 1.176 1.599 3.361
5 C 0.682 0.621 2.335
6 C 0.435 1.094 1.012
7 H -0.353 0.538 -2.125
8 H -1.224 1.645 -1.357
9 H -1.109 -1.221 -0.900
10 H -0.911 -1.261 0.832
11 H 1.348 2.538 2.898
12 H 0.430 1.768 4.161
13 H 2.219 1.329 3.868
14 H 0.548 -0.420 2.567
15 H 0.709 2.157 0.919
16 H -0.576 -1.921 -2.868
17 H 0.290 -3.229 -3.163
18 O 0.082 -2.644 -2.466
19 H -1.936 -0.892 -4.023
20 H 0.494 -1.619 -0.265
21 O -1.443 -0.818 -3.194

As for the HOMO energy: -7.4 eV. The value obtained for the LUMO energy is -2.73 eV.


Arrangement c

# C5H13NO2

C5H13NO2 as an isolated structure (ωB97M-V/def2-TZVPD, the Open Molecules 2025 dataset).

CARTESIAN COORDINATES (ANGSTROEM)
1 C -0.885 0.481 -1.601
2 C 0.728 0.219 0.234
3 C -0.427 -0.582 0.374
4 C 0.761 1.638 0.743
5 C 1.576 -0.714 1.816
6 N -0.489 -1.889 -0.012
7 O -2.035 1.314 -1.537
8 O -1.263 -0.678 -2.359
9 H -1.620 -0.425 -3.226
10 H -2.569 0.960 -0.812
11 H -0.256 1.033 -2.318
12 H 1.396 -0.043 -0.578
13 H -1.092 -0.335 1.199
14 H -1.318 -2.418 0.206
15 H -0.120 -2.064 -0.945
16 H 0.029 1.787 1.540
17 H 0.563 2.354 -0.054
18 H 1.745 1.891 1.144
19 H 1.490 -1.798 1.785
20 H 1.181 -0.327 2.754
21 H 2.605 -0.404 1.646

As for the HOMO energy (spin up / spin down): -6.8 / -6.8 eV. The value obtained for the LUMO energy (spin up / spin down) is 0.80 / 0.80 eV.


Most stable: arrangement a


Arrangement a

# C5H13NO2

A 2-piece molecular cluster, C5H13NO2 overall (ωB97M-V/def2-TZVPD, the Open Molecules 2025 dataset).

CARTESIAN COORDINATES (ANGSTROEM)
1 C 1.439 0.465 0.799
2 N 0.143 0.155 1.055
3 C -0.555 -1.298 -1.450
4 C -1.548 -0.620 -0.517
5 C -0.951 0.597 0.234
6 C -1.986 1.522 0.852
7 O 1.818 1.142 -0.138
8 H 2.124 -0.072 1.455
9 H 0.042 -0.407 1.883
10 H -0.998 -2.193 -1.870
11 H -0.258 -0.506 -2.146
12 H 0.389 -1.579 -0.973
13 H -2.377 -0.195 -1.084
14 H -2.149 -1.267 0.136
15 H -0.517 1.089 -0.629
16 H -3.017 1.176 0.842
17 H -1.924 2.518 0.420
18 H -1.693 1.733 1.879
19 H 4.358 -1.500 -0.032
20 H 3.926 0.008 -0.620
21 O 3.733 -0.768 -0.097

As for the HOMO energy: -9.5 eV. The value obtained for the LUMO energy is 0.86 eV.


Arrangement b

# C5H13NO2

A 3-piece molecular cluster, C5H13NO2 overall (ωB97M-V/def2-TZVPD, the Open Molecules 2025 dataset).

CARTESIAN COORDINATES (ANGSTROEM)
1 C -0.432 1.149 -1.038
2 N 0.812 -0.132 1.301
3 C 1.105 -0.466 0.056
4 C -0.012 -0.341 -0.881
5 C 3.547 -0.760 0.350
6 C 2.475 -0.461 -0.391
7 H 0.205 1.547 -1.832
8 H -0.222 1.757 -0.164
9 H -1.470 1.263 -1.324
10 H 1.214 -0.754 2.001
11 H -0.228 -0.059 1.387
12 H 0.326 -0.646 -1.872
13 H 4.491 -0.319 0.056
14 H 3.443 -1.275 1.299
15 H 2.669 -0.391 -1.457
16 H -0.919 -0.901 -0.685
17 H -3.142 0.489 0.070
18 O -3.522 0.576 -0.869
19 H -4.108 1.336 -0.790
20 H -2.093 -0.846 1.086
21 O -2.183 0.068 1.386

As for the HOMO energy: -7.5 eV. The value obtained for the LUMO energy is -2.16 eV.


Most stable: arrangement a


Arrangement a

# C5H13NO2

A 3-piece molecular cluster, C5H13NO2 overall (ωB97M-V/def2-TZVPD, the Open Molecules 2025 dataset).

CARTESIAN COORDINATES (ANGSTROEM)
1 C -0.691 2.339 0.416
2 C -1.088 0.909 -0.130
3 C 0.102 -0.076 -0.096
4 C 1.282 0.384 -0.543
5 C -0.063 -2.651 -0.086
6 N -0.237 -1.442 0.357
7 H -1.512 2.650 1.157
8 H 0.146 2.299 1.122
9 H -0.567 3.066 -0.427
10 H -1.533 1.044 -1.158
11 H -1.851 0.468 0.485
12 H 1.583 1.396 -0.592
13 H 2.074 -0.371 -0.756
14 H -0.574 -3.461 0.532
15 H 0.520 -3.009 -0.952
16 H -0.808 -0.320 3.963
17 H -0.358 0.125 2.526
18 O -0.844 0.473 3.251
19 H 1.316 -0.714 -3.491
20 H 1.317 -1.627 -2.372
21 O 1.786 -1.481 -3.206

As for the HOMO energy: -9.3 eV. The value obtained for the LUMO energy is 0.32 eV.


Arrangement b

# C5H13NO2

A 2-piece molecular cluster, C5H13NO2 overall (ωB97M-V/def2-TZVPD, the Open Molecules 2025 dataset).

CARTESIAN COORDINATES (ANGSTROEM)
1 C -2.468 1.319 -1.416
2 C -1.073 1.209 -0.670
3 N -0.347 0.060 -1.179
4 C 1.721 -1.181 -1.553
5 C 1.142 0.056 -0.977
6 C 1.521 0.370 0.514
7 O 2.101 -0.387 1.161
8 H -2.242 2.018 -2.187
9 H -2.797 0.238 -1.747
10 H -3.313 1.579 -0.833
11 H -0.505 2.108 -0.925
12 H -1.188 1.107 0.397
13 H -0.656 -0.790 -0.982
14 H 1.485 -2.115 -1.042
15 H 2.816 -1.160 -1.649
16 H 1.320 -1.467 -2.589
17 H 1.507 0.986 -1.512
18 H 1.010 1.301 1.030
19 H 0.710 -1.549 5.252
20 H -0.502 -2.277 5.473
21 O -0.243 -1.425 5.432

As for the HOMO energy: -8.5 eV. The value obtained for the LUMO energy is 0.84 eV.


Arrangement c

# C5H13NO2

A 2-piece molecular cluster, C5H13NO2 overall (ωB97M-V/def2-TZVPD, the Open Molecules 2025 dataset).

CARTESIAN COORDINATES (ANGSTROEM)
1 C 2.223 -1.210 2.242
2 C 1.195 -0.119 1.980
3 N 0.847 0.027 0.570
4 C 0.564 1.398 0.115
5 C -0.200 -0.848 0.180
6 C -0.201 -1.026 -1.367
7 O -1.173 -0.736 -2.008
8 H 3.256 -0.882 2.161
9 H 2.227 -1.770 3.171
10 H 2.209 -1.954 1.450
11 H 0.366 -0.009 2.682
12 H 1.672 0.806 2.427
13 H 0.960 1.467 -0.888
14 H -0.512 1.688 0.227
15 H 0.928 2.157 0.835
16 H -1.268 -0.521 0.389
17 H -0.219 -1.835 0.680
18 H 0.731 -1.435 -1.801
19 H -2.373 2.495 -2.218
20 H -2.409 1.193 -1.383
21 O -2.981 1.877 -1.793

As for the HOMO energy: -9.2 eV. The value obtained for the LUMO energy is 0.84 eV.


Arrangement d

# C5H13NO2

A 2-piece molecular cluster, C5H13NO2 overall (ωB97M-V/def2-TZVPD, the Open Molecules 2025 dataset).

CARTESIAN COORDINATES (ANGSTROEM)
1 C 0.990 1.250 -0.695
2 C 1.923 0.082 -0.947
3 C 1.459 2.167 0.417
4 O -1.558 0.269 0.125
5 H -0.075 0.814 -0.363
6 H 0.832 1.813 -1.615
7 H 2.443 2.585 0.190
8 H 2.092 -0.472 -0.024
9 H 2.892 0.425 -1.315
10 H 1.493 -0.605 -1.674
11 H 0.768 3.001 0.546
12 H 1.531 1.620 1.354
13 N -0.473 -2.178 1.050
14 C -1.889 -0.987 -0.401
15 C -2.757 -0.535 0.676
16 O -0.964 -2.015 -0.292
17 H -0.688 -3.147 1.293
18 H 0.544 -2.084 0.976
19 H -2.241 -0.986 -1.429
20 H -3.732 -0.126 0.445
21 H -2.588 -0.893 1.682

As for the HOMO energy: -9.8 eV. The value obtained for the LUMO energy is 0.90 eV.


Most stable: arrangement c


Arrangement a

# C5H13NO2

A 2-piece molecular cluster, C5H13NO2 overall (ωB97M-V/def2-TZVPD, the Open Molecules 2025 dataset).

CARTESIAN COORDINATES (ANGSTROEM)
1 C -0.174 -1.883 -1.527
2 N 0.602 -0.853 -0.837
3 C 0.138 -0.010 0.155
4 C -1.307 0.085 0.661
5 C -1.443 -0.895 1.844
6 C -1.853 1.511 0.914
7 O 0.931 0.883 0.476
8 H -0.178 -1.608 -2.573
9 H -1.114 -2.045 -0.936
10 H 0.103 -2.921 -1.379
11 H 1.604 -0.804 -0.726
12 H -1.941 -0.417 -0.057
13 H -0.611 -0.682 2.588
14 H -2.229 -0.665 2.606
15 H -1.377 -1.944 1.547
16 H -2.584 1.436 1.742
17 H -2.021 1.853 -0.102
18 H -0.937 2.141 1.089
19 H 2.820 1.178 -0.418
20 H 1.931 1.094 -1.594
21 O 2.865 1.218 -1.385

As for the HOMO energy: -10.0 eV. The value obtained for the LUMO energy is 0.67 eV.


Arrangement b

# C5H13NO2

A 2-piece molecular cluster, C5H13NO2 overall (ωB97M-V/def2-TZVPD, the Open Molecules 2025 dataset).

CARTESIAN COORDINATES (ANGSTROEM)
1 C -0.903 2.008 1.932
2 C -0.874 1.379 0.539
3 N -0.045 0.203 0.529
4 C 1.381 0.231 1.064
5 C -0.002 -0.594 -0.757
6 C -0.051 -2.086 -0.417
7 O -0.095 -2.952 -1.286
8 H -1.728 2.519 2.058
9 H -0.888 1.369 2.756
10 H 0.039 2.619 1.960
11 H -1.948 1.045 0.217
12 H -0.495 2.153 -0.179
13 H 1.843 1.208 1.351
14 H 1.503 -0.354 2.034
15 H 1.900 -0.226 0.251
16 H 0.780 -0.326 -1.595
17 H -0.918 -0.406 -1.395
18 H -0.084 -2.277 0.721
19 H 0.912 -2.016 -3.223
20 H -0.503 -2.011 -3.059
21 O 0.174 -1.485 -3.500

As for the HOMO energy: -8.7 eV. The value obtained for the LUMO energy is 0.79 eV.


Most stable: arrangement a


Arrangement a

# C5H13NO2

C5H13NO2 as an isolated structure (ωB97M-V/def2-TZVPD, the Open Molecules 2025 dataset).

CARTESIAN COORDINATES (ANGSTROEM)
1 C -0.907 -0.100 -0.274
2 C 0.601 0.014 -0.048
3 C -1.597 0.675 0.897
4 C 1.131 1.427 -0.026
5 C 1.210 -0.894 0.975
6 N -1.289 -1.508 -0.154
7 O -1.203 0.447 -1.504
8 O 0.981 -0.538 -1.698
9 H -0.258 0.058 -2.100
10 H 1.911 -0.384 -1.887
11 H -2.285 -1.573 -0.331
12 H -0.830 -2.022 -0.898
13 H -1.343 1.730 0.872
14 H -2.663 0.599 0.689
15 H -1.362 0.235 1.862
16 H 1.163 -1.908 0.587
17 H 1.111 1.826 0.988
18 H 0.544 2.049 -0.700
19 H 2.180 1.419 -0.332
20 H 2.260 -0.669 1.173
21 H 0.642 -0.881 1.909

As for the HOMO energy: -9.1 eV. The value obtained for the LUMO energy is 0.65 eV.


Arrangement b

# C5H13NO2

A 2-piece molecular cluster, C5H13NO2 overall (ωB97M-V/def2-TZVPD, the Open Molecules 2025 dataset).

CARTESIAN COORDINATES (ANGSTROEM)
1 C 1.318 -0.227 0.965
2 N 0.814 0.588 0.015
3 C -0.634 1.087 0.209
4 C -1.806 0.108 -0.141
5 C 1.541 0.669 -1.312
6 C 1.043 -0.498 -2.195
7 O 2.439 -0.760 0.917
8 H 0.601 -0.374 1.783
9 H -0.726 1.175 1.320
10 H -0.816 1.989 -0.390
11 H -1.785 -0.363 -1.120
12 H -1.758 -0.544 0.633
13 H -2.830 0.686 -0.136
14 H 2.532 0.450 -0.970
15 H 1.652 1.541 -1.718
16 H 1.363 -0.582 -3.242
17 H 0.079 -0.691 -2.028
18 H 1.579 -1.358 -1.689
19 H -2.216 -0.574 3.165
20 H -1.032 -1.515 3.245
21 O -1.358 -0.808 2.687

As for the HOMO energy: -9.0 eV. The value obtained for the LUMO energy is 0.37 eV.


Most stable: arrangement a


Arrangement a

# C5H13NO2

A 2-piece molecular cluster, C5H13NO2 overall (ωB97M-V/def2-TZVPD, the Open Molecules 2025 dataset).

CARTESIAN COORDINATES (ANGSTROEM)
1 C 0.377 0.325 0.092
2 C 0.148 -0.358 1.431
3 C -0.626 -1.686 1.129
4 C 1.449 -0.811 2.192
5 C -0.904 0.937 -0.545
6 N -2.078 1.191 0.312
7 O -0.914 1.130 -1.725
8 H 0.978 1.286 0.278
9 H 0.953 -0.497 -0.777
10 H -0.327 0.403 2.104
11 H -0.287 -2.266 0.265
12 H -0.479 -2.430 1.948
13 H -1.631 -1.557 1.050
14 H 2.089 -0.003 2.328
15 H 1.933 -1.694 1.672
16 H 1.142 -1.083 3.193
17 H -2.704 1.822 -0.093
18 H -2.006 1.065 1.295
19 H 1.158 -0.163 -3.137
20 H 2.429 -0.907 -3.340
21 O 1.994 -0.224 -2.621

As for the HOMO energy: -9.7 eV. The value obtained for the LUMO energy is 0.78 eV.


Arrangement b

# C5H13NO2

C5H13NO2 as an isolated structure (ωB97M-V/def2-TZVPD, the Open Molecules 2025 dataset).

CARTESIAN COORDINATES (ANGSTROEM)
1 C -0.325 1.057 0.710
2 C -1.646 1.104 1.456
3 O 0.769 0.939 1.595
4 O -0.163 2.197 -0.108
5 H 0.648 1.560 2.333
6 H -0.442 2.990 0.377
7 H -0.520 -0.200 0.104
8 H -2.477 1.110 0.746
9 H -1.711 2.009 2.080
10 H -1.758 0.239 2.114
11 C 0.178 -2.535 -0.411
12 C 1.568 -0.174 -1.482
13 C 0.088 -0.340 -1.367
14 N -0.587 -1.392 -0.895
15 H -0.518 0.405 -1.886
16 H -0.493 -3.190 0.148
17 H 0.992 -2.267 0.274
18 H 0.614 -3.116 -1.231
19 H 1.803 0.882 -1.610
20 H 2.080 -0.536 -0.591
21 H 1.900 -0.743 -2.357

As for the HOMO energy: -8.1 eV. The value obtained for the LUMO energy is 0.80 eV.


Most stable: arrangement a


Arrangement a

# C3H9NS

One molecule with the formula C3H9NS (ωB97M-V/def2-TZVPD, the Open Molecules 2025 dataset).

CARTESIAN COORDINATES (ANGSTROEM)
1 C -2.048 -0.746 -0.164
2 N -0.891 -0.096 0.399
3 C 0.390 -0.060 -0.252
4 C 1.274 1.046 0.250
5 S 3.067 1.000 -0.149
6 H -2.160 -1.772 0.220
7 H -2.959 -0.234 0.164
8 H -2.035 -0.790 -1.250
9 H -0.877 -0.156 1.388
10 H 0.264 -0.116 -1.335
11 H 0.903 -1.026 -0.070
12 H 1.143 1.213 1.333
13 H 0.935 2.039 -0.036
14 H 2.994 -0.303 -0.499

As for the HOMO energy: -8.5 eV. The value obtained for the LUMO energy is 1.08 eV.


Arrangement b

# C3H9NS

One molecule with the formula C3H9NS (ωB97M-V/def2-TZVPD, the Open Molecules 2025 dataset).

CARTESIAN COORDINATES (ANGSTROEM)
1 C 0.602 -0.260 2.040
2 N 0.495 -0.815 0.675
3 C -0.037 0.161 -0.243
4 C -0.386 -0.305 -1.665
5 S -0.754 1.147 -2.693
6 H 1.074 0.718 1.987
7 H -0.397 -0.127 2.451
8 H 1.175 -0.934 2.668
9 H -0.051 -1.672 0.722
10 H 0.745 0.904 -0.470
11 H -0.886 0.727 0.161
12 H -1.316 -0.869 -1.723
13 H 0.426 -0.891 -2.095
14 H -0.689 2.218 -1.815

As for the HOMO energy: -8.9 eV. The value obtained for the LUMO energy is 1.01 eV.


Most stable: arrangement b